Entry from the Open Molecules 2025 dataset: a molecular structure, C4H6O3V in a non-equilibrium geometry (ωB97M-V with the def2-TZVPD basis set).

The geometry in XYZ format:
```
14
Properties=species:S:1:pos:R:3:forces:R:3:lowdin_spin:R:1
H 0.81521 -2.05899 -1.33477 0.441 0.340 -0.132 0.0005
C 0.90698 -1.01553 -1.01737 -1.055 0.674 1.204 0.0001
C 0.31380 -0.00113 -1.67641 2.638 -0.803 -1.796 -0.0028
H 0.54737 -0.26657 -2.75146 -1.473 0.639 0.651 0.0000
H 0.45883 1.03533 -1.37644 -0.355 -0.324 0.118 -0.0003
O 1.40624 -0.99521 0.23869 0.072 -0.925 -0.106 0.0231
O 1.49998 0.31027 0.79821 -0.175 0.180 -0.161 0.0336
V 3.37845 0.68871 0.61809 0.596 0.116 -0.031 2.9500
C -2.05934 0.59766 1.17379 -0.299 -0.412 -1.599 -0.0008
C -2.13194 -0.62714 0.62223 -0.665 -0.248 1.591 -0.0002
O -0.91239 1.35161 1.43780 0.524 0.533 0.827 -0.0024
H -2.91406 1.29102 1.22137 0.118 -0.026 -0.050 -0.0001
H -1.20898 -1.18846 0.89298 0.209 0.293 -0.738 -0.0001
H -0.10015 0.87842 1.15328 -0.575 -0.037 0.223 -0.0006
```
Forces are in eV/Å.

Calculated values
- Kohn-Sham gap (spin up / spin down) (eV) = 4.44 / 4.52
- total charge = -2
- multiplicity = 4
- electronic energy (eV) = -36064.4907
- molecular weight (g/mol) = 153.03
- highest occupied orbital energy (spin up / spin down) (eV) = 1.2 / 1.2

---

Entry from the Open Molecules 2025 dataset: a molecular structure, C27H27AsN5O6SSeTc (ωB97M-V with the def2-TZVPD basis set).

The geometry in XYZ format:
```
69
Properties=species:S:1:pos:R:3:forces:R:3:lowdin_spin:R:1
Tc -0.03398 -0.16754 0.36548 0.142 -0.602 0.481 1.7413
C 2.08803 -1.94351 -1.35554 -0.054 0.015 0.057 0.0133
O 1.07473 -0.92189 -1.38650 -0.127 0.000 0.013 0.0236
C 1.16769 0.04510 -2.39636 0.026 -0.179 0.074 0.0033
C 1.84664 -0.17710 -3.57583 0.096 -0.076 -0.050 0.0015
C 1.82262 0.80472 -4.55568 -0.008 0.067 -0.055 0.0030
C 1.13093 1.98929 -4.34746 -0.020 -0.013 0.025 0.0005
C 0.46717 2.20664 -3.15089 0.007 0.117 -0.035 0.0034
C 0.48081 1.22950 -2.17089 -0.031 -0.010 0.324 0.0021
N -0.21405 1.33835 -0.92190 -0.285 0.421 -0.225 0.0080
N -1.09262 2.24833 -0.86836 0.218 0.047 -0.350 -0.0113
C -1.93361 2.44002 0.16815 -0.204 0.033 0.290 0.0196
C -1.92629 1.73151 1.39747 0.145 0.102 -0.275 0.0039
O -1.06548 0.78635 1.68410 0.135 0.005 0.009 0.1084
C -2.87694 2.04831 2.39954 -0.033 -0.059 0.115 0.0031
C -3.81590 2.99818 2.18488 -0.090 0.086 0.005 -0.0066
C -3.87792 3.74359 0.96914 -0.022 -0.047 0.089 0.0042
C -4.87874 4.71342 0.76788 -0.029 0.006 0.094 -0.0021
C -4.95145 5.40372 -0.41035 0.010 0.064 -0.074 0.0051
C -4.01848 5.13892 -1.42445 0.039 -0.019 0.028 -0.0020
C -3.03176 4.19952 -1.24603 0.006 -0.008 -0.066 0.0040
C -2.93867 3.48085 -0.04214 0.126 -0.187 -0.030 -0.0003
H 1.95676 -2.62109 -2.19554 -0.026 -0.029 -0.050 0.0081
H 1.94400 -2.48692 -0.42692 -0.036 0.002 0.023 0.0006
H 3.07415 -1.48462 -1.37709 0.022 0.039 0.003 0.0010
H 2.38231 -1.09936 -3.75130 -0.037 0.014 0.004 0.0002
H 2.34414 0.63490 -5.48874 -0.021 0.005 0.039 0.0001
H 1.10048 2.74344 -5.12171 0.042 0.012 0.031 -0.0001
H -0.06125 3.12875 -2.95556 -0.019 -0.024 -0.041 0.0001
H -2.84582 1.47467 3.31715 0.016 0.028 -0.027 0.0004
H -4.56106 3.19424 2.94848 0.042 0.029 -0.027 -0.0005
H -5.59215 4.90272 1.56182 0.022 -0.025 -0.022 -0.0002
H -5.72236 6.14749 -0.56237 0.012 -0.021 -0.007 0.0003
H -4.07959 5.67719 -2.36155 0.004 -0.005 0.013 -0.0002
H -2.32975 3.98774 -2.03983 -0.026 0.037 0.015 0.0002
C 1.35366 -3.05590 2.89949 -0.074 -0.067 0.072 0.0008
C -0.05861 -2.78748 2.53553 0.041 -0.081 0.020 0.0092
N -0.46581 -2.00519 1.55349 -0.083 0.300 -0.132 0.0069
C -1.84516 -2.12141 1.50324 0.193 -0.075 -0.244 0.0020
C -2.26298 -2.97286 2.47311 -0.044 0.041 0.150 0.0020
N -1.11958 -3.37536 3.11318 0.023 -0.056 0.051 0.0037
C -3.57641 -3.44395 3.00291 0.051 -0.052 0.012 0.0001
O -4.65323 -3.09517 2.34038 0.000 0.063 -0.036 0.0000
O -3.57388 -4.10416 4.01143 -0.028 -0.017 -0.058 0.0004
C -2.58665 -1.45716 0.40633 0.201 0.133 -0.205 0.0145
O -3.78690 -1.60718 0.27423 -0.135 -0.039 0.069 0.0157
O -1.82852 -0.76969 -0.40578 -0.046 -0.059 0.186 0.0514
H 1.97748 -2.31044 2.41856 0.063 0.060 -0.056 -0.0003
H 1.65682 -4.04193 2.54328 0.009 0.002 0.000 0.0004
H 1.50331 -3.02991 3.97930 0.018 0.025 -0.007 0.0002
H -1.13740 -4.02304 3.88998 -0.009 0.006 -0.001 0.0000
H -4.43980 -2.54081 1.54059 0.009 -0.045 -0.004 0.0000
C 4.42944 1.92126 2.91011 -0.014 0.060 0.068 -0.0001
As 3.26169 0.41205 2.75519 0.041 0.145 0.033 0.0024
C 2.20414 0.37476 4.35250 -0.056 -0.014 -0.010 0.0001
C 4.45952 -1.09710 2.76647 0.034 0.010 -0.015 0.0014
S 2.20564 0.71755 0.93058 -0.104 -0.008 -0.220 0.0198
H 5.00867 1.83896 3.82851 0.016 0.008 0.002 -0.0001
H 3.83533 2.83148 2.92033 -0.018 0.013 -0.008 0.0002
H 5.09262 1.93242 2.04904 0.028 0.004 -0.034 0.0000
H 2.86546 0.24205 5.20761 -0.016 -0.018 0.013 0.0000
H 1.47814 -0.43292 4.30337 -0.017 0.001 0.000 0.0000
H 1.68428 1.32686 4.42663 -0.048 0.008 0.017 0.0001
H 5.35690 -0.80309 3.30828 0.011 -0.029 0.022 0.0000
H 4.71825 -1.33196 1.73741 0.017 -0.034 -0.027 0.0001
H 4.01294 -1.95938 3.24924 -0.033 -0.055 0.014 0.0001
Se -1.19270 -2.65178 -2.61417 -0.074 -0.021 -0.058 0.6933
C -2.24854 -3.75273 -3.57694 -0.147 -0.205 -0.163 0.0768
N -2.91819 -4.46614 -4.20016 0.149 0.171 0.151 0.1631
```
Forces are in eV/Å.

Calculated values
- Kohn-Sham gap (spin up / spin down) (eV) = 6.89 / 5.48
- energy above the lowest of the compared OMol25 structures with the same formula, charge and spin (kcal per mole) = 29.7
- total charge = +1
- multiplicity = 4
- electronic energy (eV) = -187386.7125
- molecular weight (g/mol) = 801.49
- highest occupied orbital energy (spin up / spin down) (eV) = -10.4 / -10.4

---

Entry from the Open Molecules 2025 dataset: a single C5H8FN molecule in a non-equilibrium geometry (ωB97M-V with the def2-TZVPD basis set).

The geometry in XYZ format:
```
15
Properties=species:S:1:pos:R:3:forces:R:3:lowdin_charge:R:1
C 0.59543 -0.21095 -2.47215 -0.229 -4.222 -2.910 -0.0683
N 0.42318 0.41047 -1.43972 -0.792 1.065 2.964 0.0174
C -0.28664 -0.17482 -0.39311 -0.441 -0.463 3.430 -0.2716
C -1.55191 -0.66943 -0.41724 1.509 -0.071 -2.355 0.0477
C 0.59246 -0.13869 1.11176 -1.928 -0.748 -2.589 -0.3118
C 0.33233 1.10948 1.86596 0.394 0.125 1.472 -0.0581
F 0.18461 -1.23812 1.83698 -0.158 -0.173 0.063 -0.0281
H 1.15460 0.21314 -3.23393 1.027 1.140 -1.565 0.0411
H 0.28572 -1.31324 -2.78256 0.138 1.909 1.290 0.1293
H -2.05247 -0.87275 -1.44014 0.669 0.728 1.876 0.0876
H -1.99134 -1.09077 0.46323 -0.157 -0.050 0.302 0.0448
H 1.60061 -0.30035 0.82074 1.049 -0.113 -0.178 0.1127
H 0.71078 1.22177 2.95446 -0.279 -0.621 -1.922 0.1195
H -0.73000 1.16804 1.87380 -0.962 0.580 0.314 0.0657
H 0.73263 1.88622 1.25192 0.159 0.915 -0.195 0.0722
```
Forces are in eV/Å.

Calculated values
- Kohn-Sham gap (eV) = 10.28
- SMILES = C=NC(=C)[C@@H](C)F
- energy above the lowest of the compared OMol25 structures with the same formula, charge and spin (kcal per mole) = 45.3
- electronic energy (eV) = -9519.8242
- molecular weight (g/mol) = 101.12
- highest occupied orbital energy (eV) = -9.2

---

Entry from the Open Molecules 2025 dataset: a gas-phase ion, C4H10NS (charge -1) in a non-equilibrium geometry (ωB97M-V with the def2-TZVPD basis set).

The geometry in XYZ format:
```
16
Properties=species:S:1:pos:R:3:forces:R:3:lowdin_charge:R:1
C 0.41720 1.79359 0.77401 -1.091 0.590 0.075 -0.1861
N 0.92026 0.71388 -0.01427 1.428 -1.108 -0.756 -0.1118
C 0.36758 -0.64543 -0.15220 -0.987 -0.929 0.685 -0.5056
C -0.11053 -0.88395 -1.58725 -1.626 1.618 1.044 -0.1131
C -0.72650 -0.87242 0.92021 0.057 0.319 -0.337 -0.7794
S -1.54186 -2.49300 0.89031 -0.227 -0.038 -0.257 0.0857
H 0.51944 1.65805 1.86638 0.216 -0.147 -0.420 0.0720
H -0.66177 1.99672 0.61941 0.142 -0.076 0.038 0.0609
H 0.89505 2.75187 0.50748 0.229 -0.519 0.034 0.0682
H 1.32124 0.92553 -0.91394 -0.013 0.835 0.254 0.0796
H 1.08447 -1.45994 0.05189 0.379 0.570 0.165 0.1080
H 0.66943 -0.69528 -2.30069 0.423 -0.042 -0.530 0.0476
H -0.65050 -1.80610 -1.73767 0.374 -0.582 0.160 0.0254
H -0.90927 -0.11566 -1.67971 0.355 -0.115 -0.569 0.0809
H -1.43160 0.00652 0.90752 0.419 -0.900 0.029 0.0478
H -0.16265 -0.87439 1.84853 -0.079 0.525 0.384 0.0198
```
Forces are in eV/Å.

Calculated values
- Kohn-Sham gap (eV) = 5.97
- SMILES = CN[C@H](C)C[S-]
- energy above the lowest of the compared OMol25 structures with the same formula, charge and spin (kcal per mole) = 14.0
- total charge = -1
- electronic energy (eV) = -16635.5053
- molecular weight (g/mol) = 104.20
- highest occupied orbital energy (eV) = -2.2

---

Entry from the Open Molecules 2025 dataset: 3 unconnected molecules or ions with the total composition C27H38BIN6O5 in a non-equilibrium geometry (ωB97M-V with the def2-TZVPD basis set).

The geometry in XYZ format:
```
78
Properties=species:S:1:pos:R:3:forces:R:3:lowdin_charge:R:1
C 3.00892 4.55136 0.24162 -0.149 -0.054 -0.281 -0.0940
C 2.10115 3.69529 -0.66187 0.023 -0.257 0.777 -0.1297
B 2.22892 2.14055 -0.43226 -0.226 0.265 -0.187 -0.4336
O 3.45549 1.53871 -0.18357 -0.552 -0.244 0.492 0.1179
C 0.89853 1.26324 -0.45064 0.681 -0.016 -0.811 -0.0018
C 0.30825 0.74995 -1.58605 -0.246 0.090 0.492 -0.1186
C 0.96622 0.97948 -2.92121 -0.118 -0.305 -0.035 -0.0627
C 2.25030 0.15798 -3.18495 0.165 -0.007 0.384 -0.3911
C 2.48772 -0.98841 -2.21669 0.308 -0.174 -0.297 -0.0312
O 3.38038 1.02922 -3.21526 0.018 0.004 0.096 -0.0260
C -0.91278 0.01568 -1.44052 0.250 -0.141 -0.140 -0.1207
C -1.57860 -0.49249 -2.70659 -0.045 0.874 0.085 -0.1653
C -3.02030 -0.86535 -2.53005 -0.261 -0.368 -0.018 -0.8065
O -3.45463 -1.68903 -1.80471 0.018 -0.145 0.027 0.0248
I -4.42116 0.24303 -3.78126 0.122 0.037 0.020 0.7726
C -1.44070 -0.20764 -0.20021 -0.197 -0.176 -0.198 0.0502
C -0.82687 0.29155 0.95578 -0.623 -0.255 0.068 -0.1841
N -1.39322 0.05056 2.17806 0.583 0.318 0.049 0.2189
C -0.75287 0.55893 3.18576 -0.673 -0.888 0.379 -0.2414
N -1.28404 0.29725 4.50957 -0.423 0.443 -1.399 0.2025
C -1.98771 1.17318 4.99027 1.916 -1.133 0.510 -0.3185
O -2.43711 1.97696 5.67147 -1.528 1.152 0.533 0.2093
C 0.44381 1.32494 3.08449 0.326 0.243 -0.124 -0.1908
C 1.14858 1.85994 4.29665 0.406 0.394 -0.499 -0.0697
C 2.36998 1.00671 4.67663 -0.359 0.172 -0.116 -0.3509
O 1.99274 -0.34594 4.84804 0.127 -0.009 0.103 -0.0206
C 3.54478 1.21140 3.68662 0.357 -0.377 -0.060 -0.2217
N 4.31855 0.02234 3.34072 -0.074 0.272 0.105 0.0163
N 0.96498 1.57227 1.90853 -0.356 -0.221 -0.033 0.2164
C 0.33163 1.03951 0.81432 0.552 0.298 0.480 -0.1524
H 3.84918 4.00188 0.65844 0.187 -0.077 -0.050 0.0591
H 3.40985 5.40153 -0.29540 0.138 0.214 -0.031 0.0679
H 2.42997 4.93143 1.07470 -0.047 0.094 0.218 0.0694
H 1.06808 3.97171 -0.46519 -0.209 0.106 -0.200 0.1018
H 2.27624 3.88644 -1.72043 0.138 -0.006 -0.168 0.1095
H 3.78231 1.83985 0.67369 0.499 0.109 -0.260 0.0860
H 1.19225 2.03844 -3.00107 0.271 0.119 -0.121 0.1262
H 0.30497 0.75282 -3.74578 -0.278 0.031 -0.090 0.0848
H 2.17209 -0.29327 -4.16484 -0.101 0.150 -0.374 0.1024
H 2.70338 -0.64821 -1.21290 -0.116 0.138 0.308 0.0718
H 1.65941 -1.69305 -2.19283 -0.226 0.030 0.057 0.0832
H 3.36315 -1.54000 -2.56003 0.100 -0.097 -0.056 0.0879
H 3.99485 0.74900 -2.53091 0.064 0.132 0.097 0.0776
H -1.54469 0.31111 -3.42815 -0.013 0.060 -0.257 0.0678
H -1.02074 -1.30729 -3.15574 -0.059 -0.391 0.007 0.1112
H -2.33949 -0.78332 -0.07600 -0.174 -0.088 0.073 0.1104
H 0.48537 1.99531 5.13929 -0.130 -0.179 0.186 0.1097
H 1.52051 2.84496 4.01674 0.025 0.191 0.060 0.1281
H 2.69604 1.36207 5.64797 0.044 -0.195 0.303 0.1387
H 1.94100 -0.75839 3.98014 -0.028 -0.090 -0.022 0.0854
H 4.22971 1.92463 4.13495 0.090 0.195 0.081 0.1140
H 3.20871 1.65404 2.75682 -0.269 0.063 -0.077 0.0751
H 4.55054 -0.49158 4.17997 0.052 -0.162 -0.028 0.0728
H 3.79379 -0.59036 2.73184 0.019 -0.088 -0.040 0.0621
C 0.68049 -4.61490 -7.21576 0.033 0.009 0.008 -0.1070
C 1.75353 -4.38594 -6.15734 -0.072 -0.087 -0.188 -0.2562
C 1.21431 -3.68755 -4.90295 0.117 -0.062 -0.184 -0.1788
C 0.66971 -2.36887 -5.22737 0.130 -0.402 0.214 -0.2246
N 0.25576 -1.33237 -5.48200 -0.216 0.383 -0.111 0.1887
H 0.26874 -3.67158 -7.57673 -0.019 0.011 0.038 0.0722
H 1.09822 -5.13944 -8.07439 -0.009 -0.020 0.004 0.0734
H -0.14014 -5.21607 -6.82009 -0.010 0.002 -0.007 0.0779
H 2.56307 -3.79082 -6.58322 0.028 0.018 0.066 0.1134
H 2.18278 -5.34430 -5.86168 0.021 0.033 0.087 0.1089
H 2.00787 -3.55694 -4.16609 -0.029 0.031 0.046 0.1107
H 0.42406 -4.28371 -4.44334 -0.020 0.016 0.017 0.1246
C -6.33276 -1.83406 3.24276 0.027 0.007 -0.027 -0.1086
C -5.50191 -0.59411 3.55150 -0.001 -0.199 -0.030 -0.2656
C -6.20784 0.37062 4.51499 0.123 -0.109 -0.263 -0.1888
C -7.46720 0.84287 3.93759 0.399 -0.038 0.345 -0.2447
N -8.44472 1.20823 3.46952 -0.446 0.144 -0.230 0.1457
H -7.26742 -1.57305 2.74509 -0.020 0.022 0.037 0.0709
H -5.78488 -2.50405 2.58057 0.008 -0.013 0.016 0.0723
H -6.57321 -2.38335 4.15514 -0.012 -0.006 0.000 0.0765
H -5.26998 -0.07448 2.62016 0.029 0.068 0.041 0.1107
H -4.55016 -0.89864 3.99166 0.013 0.092 0.033 0.0994
H -5.57481 1.23465 4.71996 -0.046 0.036 0.054 0.1087
H -6.42092 -0.12305 5.46405 -0.026 0.010 0.018 0.1197
```
Forces are in eV/Å.

Calculated values
- Kohn-Sham gap (eV) = 8.54
- energy above the lowest of the compared OMol25 structures with the same formula, charge and spin (kcal per mole) = 0.0
- electronic energy (eV) = -56571.4624
- molecular weight (g/mol) = 664.35
- highest occupied orbital energy (eV) = -9.1

---

Question: Look up the molecular weight of the fourth one.
Answer: 104.20 g/mol

---

Question: Which of these has the highest electronic energy?
Answer: C5H8FN